No. 1
The following is a DFT calculation (ωB97M-V/def2-TZVPD) of 2 unconnected molecules or ions with the total composition C10H16S in a non-equilibrium geometry.

Geometry as XYZ:
```
27
Properties=species:S:1:pos:R:3:forces:R:3:mulliken_charge:R:1
C 2.9371 3.1853 0.8490 0.2 -3.5 -1.5 -0.16
C 3.0343 2.0977 0.3365 0.1 0.3 0.9 -0.65
C 2.8816 0.7377 -0.1597 -0.5 -0.2 0.8 -0.41
C 1.5674 0.7233 -0.9341 -1.3 -2.6 0.1 0.09
C 0.3819 1.1326 -0.0595 0.5 1.4 0.6 -0.64
C 0.0203 0.1399 1.0155 2.2 1.4 0.7 -0.33
C 0.2739 -1.1404 0.7679 -1.2 -1.4 0.1 -0.48
C 1.0180 -1.7807 -0.4357 -0.6 0.4 1.2 -0.57
C 1.2664 -0.6806 -1.5226 1.9 -1.3 -0.3 -1.05
H 3.1405 4.1426 1.0072 0.4 3.5 1.0 0.51
H 3.7204 0.4413 -0.7828 0.1 0.0 -0.1 0.38
H 2.8130 0.0217 0.7216 0.1 0.8 -1.0 0.25
H 1.5706 1.2846 -1.8294 0.5 1.4 -0.6 0.32
H 0.6218 2.1534 0.3396 -0.5 -1.0 -0.1 0.31
H -0.5448 1.2227 -0.6005 -0.2 0.3 -0.9 0.36
H -0.0593 0.6598 2.0307 -1.0 -1.5 -1.2 0.26
H -0.1728 -1.9018 1.4156 0.7 0.2 0.4 0.38
H 0.4134 -2.6993 -0.7693 1.1 1.4 0.2 0.39
H 1.9438 -2.1463 0.1573 -1.0 0.3 -1.6 0.25
H 2.0702 -0.9577 -2.2910 -0.5 0.1 1.4 0.36
H 0.4548 -0.5876 -2.2130 -1.2 0.0 0.1 0.42
C -4.3969 0.2839 1.0972 -1.1 -0.7 -0.5 -0.74
S -4.0390 0.6642 -0.6728 -0.8 -0.7 -0.1 -0.20
H -3.7849 0.9433 1.7265 0.0 -0.6 -0.2 0.25
H -5.4543 0.5749 1.2487 0.6 -0.2 0.2 0.33
H -4.3031 -0.8280 1.2858 0.2 1.5 0.0 0.24
H -5.1124 -0.0441 -1.2260 1.1 0.7 0.6 0.12
```
Positions in Å, forces in eV/Å.

ΔE to the lowest compared entry with this formula, charge and spin, kcal/mol: 91.6
Molecular weight, g mol⁻¹: 168.31
SMILES: C#CC[C@@H]1CC=CCC1.CS
HOMO level, eV: -8.93
Frontier orbital gap, hartree: 0.358



No. 2
The following is a DFT calculation (ωB97M-V/def2-TZVPD) of 2 unconnected molecules or ions with the total composition C10H16S in a non-equilibrium geometry.

Geometry as XYZ:
```
27
Properties=species:S:1:pos:R:3:forces:R:3:mulliken_charge:R:1
C -1.0434 1.8646 1.9363 1.4 -3.2 -1.0 -0.07
C -2.0784 0.7657 2.4937 4.2 1.9 0.5 -1.00
C -0.1342 2.2030 -0.6972 0.5 -1.2 -0.5 -0.64
S -1.6152 2.4914 0.2850 1.5 -1.1 1.3 0.34
H -0.8098 2.5999 2.6548 -0.3 1.5 0.5 0.52
H -0.0119 1.3458 1.7453 -2.0 1.1 0.1 -0.01
H -2.0788 0.7847 3.5600 0.5 0.0 0.8 0.36
H -1.7676 -0.1674 2.1402 -0.2 -1.4 -0.8 0.21
H -0.4744 2.4505 -1.6929 0.2 0.3 -0.4 0.36
H 0.6235 2.9277 -0.3391 -0.3 -0.4 -0.1 0.40
H 0.3507 1.1195 -0.7927 -1.3 1.9 0.8 0.19
H -2.9609 1.1569 2.2635 -4.2 0.6 -1.4 0.48
C 1.6636 -0.8690 0.9905 2.6 1.7 4.3 -1.06
C 1.2792 -1.3113 -2.6386 -0.7 -1.1 -0.7 -0.26
C 1.9513 -1.2579 -1.4016 -4.8 0.3 -0.8 -0.76
C -0.1494 -1.4809 -2.7091 0.9 0.8 -1.0 -0.38
C 1.1228 -1.3045 -0.2198 3.3 -1.2 -4.0 0.28
C -0.8357 -1.6972 -1.4969 1.3 0.0 -2.3 -0.59
C -0.1239 -1.7615 -0.2937 -3.6 -0.3 -0.7 -0.18
H 1.7821 -1.3808 -3.6346 0.0 0.5 1.2 0.33
H 2.9565 -1.0696 -1.3561 2.3 0.4 0.3 0.51
H -0.6285 -1.3800 -3.8036 0.8 -0.5 3.0 0.27
H -1.8794 -1.8018 -1.6309 -1.0 -0.5 0.6 0.46
H 2.7037 -0.4281 0.9796 -1.2 0.0 -0.7 0.32
H 1.8934 -1.6173 1.7765 -1.1 0.1 -0.2 0.39
H -0.6756 -2.1086 0.5754 0.1 0.5 0.3 0.57
H 0.9404 -0.0738 1.3058 1.0 -0.7 0.7 -0.05
```
Positions in Å, forces in eV/Å.

ΔE to the lowest compared entry with this formula, charge and spin, kcal/mol: 52.2
2S+1: 2
Molecular weight, g mol⁻¹: 168.31
⟨S²⟩: 0.7533
Total charge: +1
HOMO level (alpha / beta), eV: -11.94 / -11.93
Frontier orbital gap (alpha / beta), hartree: 0.314 / 0.138



No. 3
The following is a DFT calculation (ωB97M-V/def2-TZVPD) of 2 unconnected molecules or ions with the total composition C10H17BF3O7.

Geometry as XYZ:
```
38
Properties=species:S:1:pos:R:3:forces:R:3:mulliken_charge:R:1
O 4.1570 0.7227 0.8590 0.1 0.0 0.0 -0.56
C 3.3354 -0.1536 1.6204 0.0 -0.3 0.2 0.07
O 3.8164 -1.4413 1.5877 -0.1 -0.1 0.0 -0.68
B 2.5810 -2.3641 1.6258 0.0 -0.1 -0.1 0.79
O 1.4480 -1.3772 1.8109 0.1 -0.1 -0.2 -0.68
C 1.9115 -0.2626 1.0955 0.0 -0.1 -0.1 0.44
C 1.0515 0.9915 1.2946 -0.1 0.0 0.1 -0.49
C -0.1984 0.7792 2.1400 0.0 0.0 0.1 -0.56
O -1.3658 0.4575 1.3624 0.0 0.0 0.0 -0.48
C -1.4636 -0.8668 0.9161 0.0 0.0 -0.1 0.01
C -2.0890 -1.7849 1.9495 -0.1 0.0 0.0 0.66
F -1.3216 -2.0524 3.0047 0.0 0.0 0.0 -0.22
F -3.2434 -1.2653 2.4349 0.0 0.0 0.0 -0.31
F -2.4100 -2.9606 1.3686 0.0 -0.1 0.0 -0.29
H 4.9515 0.1991 0.6991 -0.1 0.0 -0.1 0.32
H 3.2881 0.2027 2.6710 0.1 0.3 -0.1 0.23
H 2.4717 -2.9473 0.5348 0.0 0.1 0.1 -0.30
H 2.6252 -3.1606 2.5552 0.0 0.1 0.0 -0.32
H 2.0016 -0.5245 0.0259 -0.1 0.2 0.0 -0.09
H 0.7408 1.3878 0.3263 0.0 0.1 0.0 -0.08
H 1.6563 1.7686 1.7761 0.0 -0.1 0.0 0.40
H -0.0194 0.0033 2.8862 0.0 0.0 0.0 0.34
H -0.4706 1.7027 2.6541 0.0 0.0 -0.1 0.40
H -2.1641 -0.8696 0.0753 0.0 0.0 0.0 0.29
H -0.5116 -1.3042 0.5987 0.0 0.0 0.2 0.06
C -2.9848 1.6652 -3.7516 0.0 0.0 -0.1 -1.57
C -2.0571 1.1661 -2.6770 0.0 0.0 0.1 0.67
C -0.7267 1.8845 -2.5509 0.0 0.0 0.0 -0.48
O 0.1272 0.8577 -2.0579 0.1 -0.1 -0.1 -0.28
C -0.3798 -0.3433 -2.4284 0.0 0.0 0.1 0.68
O 0.1676 -1.3843 -2.2984 0.0 0.0 -0.1 -0.50
O -1.6189 -0.1721 -2.9697 0.0 0.0 0.1 -0.41
H -3.8397 0.9984 -3.8548 0.0 0.0 0.0 0.37
H -3.3522 2.6589 -3.4913 0.0 0.0 0.0 0.38
H -2.4691 1.7177 -4.7114 0.0 0.0 0.0 0.35
H -2.5573 1.1405 -1.7037 0.0 0.0 0.0 0.22
H -0.7295 2.7155 -1.8504 0.0 0.0 0.0 0.30
H -0.3586 2.2149 -3.5272 0.0 0.0 0.0 0.31
```
Positions in Å, forces in eV/Å.

Molecular weight, g mol⁻¹: 317.04
Total charge: -1
HOMO level, eV: -4.09
Frontier orbital gap, hartree: 0.241



No. 4
The following is a DFT calculation (ωB97M-V/def2-TZVPD) of a molecular structure, C10H17BrF6N3O9S2V in a non-equilibrium geometry.

Geometry as XYZ:
```
49
Properties=species:S:1:pos:R:3:forces:R:3:mulliken_charge:R:1
O 0.9324 -0.1952 0.2668 -0.6 1.6 -0.4 -0.50
V -0.1191 0.9691 0.1783 -0.4 -2.4 0.2 1.24
C -2.6799 0.6594 3.4824 0.1 0.0 0.4 -1.51
C -1.7555 0.7581 2.2929 -0.5 -0.7 -0.8 1.37
O -0.6348 0.2076 2.3409 0.6 0.5 0.0 -0.63
O -2.1350 1.2853 1.2088 0.2 0.5 -0.1 -0.69
H -2.1538 1.1020 4.3304 -0.1 0.0 0.1 0.34
H -2.8559 -0.3885 3.7317 0.2 -0.1 -0.1 0.40
H -3.6562 1.1217 3.3593 0.2 0.3 -0.2 0.32
C -0.4743 4.3752 2.8276 1.0 -0.8 -0.4 0.68
F 0.0456 3.4270 3.6019 -0.2 -0.1 -0.1 -0.21
F -1.7854 4.2893 2.9102 -0.4 0.4 0.2 -0.22
F -0.0363 5.5463 3.2406 -0.2 0.4 0.0 -0.24
S -0.0331 4.1205 0.9800 -1.3 -0.8 -1.9 0.96
O -1.2862 3.7525 0.3722 0.6 -0.3 0.5 -0.63
O 0.5600 5.3171 0.4430 0.4 -0.9 1.2 -0.62
N 0.9298 2.6547 0.9122 -1.2 2.7 0.8 -0.04
S 2.3976 3.1997 1.2977 2.1 0.0 0.0 0.84
O 3.0312 3.8272 0.1777 0.2 -0.5 0.0 -0.63
O 2.4574 3.9251 2.5462 -0.5 -0.4 -0.3 -0.64
C 3.3374 1.6061 1.6458 -1.0 0.1 -0.6 0.67
F 3.4598 0.9259 0.5093 0.3 0.0 -0.1 -0.20
F 4.5422 1.8907 2.1113 0.3 0.2 0.1 -0.22
F 2.6975 0.8480 2.5254 0.0 0.0 0.2 -0.22
Br -0.0717 1.5297 -2.4300 -0.1 -0.1 1.4 -0.66
C 3.6612 -1.7729 -3.5411 -0.3 -0.1 0.1 0.12
O 3.3434 -1.3022 -4.6155 0.2 0.0 0.0 -0.59
N 2.8069 -2.1315 -2.5632 -0.4 0.3 1.2 0.19
C 3.2949 -2.6966 -1.3122 -0.2 0.2 -0.3 -0.93
C 1.3753 -1.8772 -2.6901 0.4 0.4 -1.7 -0.79
H 4.7041 -1.9954 -3.2528 0.1 0.1 -0.1 0.29
H 3.1954 -3.7855 -1.3380 0.3 0.0 0.2 0.26
H 2.7203 -2.3325 -0.4605 -0.1 0.2 -0.2 0.25
H 4.3158 -2.3467 -1.1615 0.1 -0.4 0.0 0.38
H 0.8318 -1.6202 -1.7886 0.4 -0.4 0.4 0.15
H 1.2869 -1.0021 -3.3361 -0.1 0.0 0.0 0.31
H 0.9420 -2.6991 -3.2689 -0.4 -0.1 0.4 0.34
C -2.6963 -1.3869 -0.4594 0.3 0.2 -0.3 0.06
O -1.5895 -0.8943 -0.4652 0.7 0.4 0.0 -0.57
N -3.0831 -2.3473 -1.3183 -0.9 -0.8 0.6 0.17
C -4.3188 -3.0649 -0.9964 -0.5 0.6 -1.3 -1.08
C -2.1778 -3.0376 -2.1956 0.6 0.0 -0.6 -0.87
H -3.4929 -1.0811 0.2287 0.0 0.2 0.1 0.36
H -4.2886 -3.6649 -0.0908 0.1 0.0 0.1 0.32
H -4.5724 -3.6827 -1.8604 0.3 -0.3 0.2 0.37
H -5.1575 -2.3630 -1.0166 0.1 0.1 0.7 0.38
H -2.6811 -3.2859 -3.1327 -0.1 0.0 0.1 0.38
H -1.3301 -2.4130 -2.4660 0.0 0.1 0.3 0.18
H -1.8038 -3.9706 -1.7613 0.0 0.1 0.1 0.34
```
Positions in Å, forces in eV/Å.

ΔE to the lowest compared entry with this formula, charge and spin, kcal/mol: 27.6
2S+1: 2
Molecular weight, g mol⁻¹: 632.23
⟨S²⟩: 0.7742
Total charge: -1
HOMO level (alpha / beta), eV: -6.05 / -6.11
Frontier orbital gap (alpha / beta), hartree: 0.303 / 0.306



> Which value of molecular weight does entry 2 give?

168.31 g mol⁻¹